The following is a DFT calculation (ωB97M-V/def2-TZVPD) of C31H22IrN7O2S as an isolated structure in a non-equilibrium geometry.

Net charge: +2
Kohn-Sham gap in eV: 3.78
Maximum force in eV/A: 2.4
E_HOMO in eV: -12.26
Molar mass in g mol⁻¹: 748.85

XYZ file:
```
64
C31H22IrN7O2S (ωB97M-V/def2-TZVPD)
Ir -0.778 -2.072 -1.296
C 2.311 6.517 8.767
O 1.458 5.377 8.847
C 1.242 4.648 7.749
C 0.399 3.540 7.902
C 0.111 2.739 6.826
C 0.648 3.013 5.562
C 1.501 4.107 5.421
C 1.798 4.920 6.496
C 0.339 2.204 4.400
N 0.818 2.399 3.181
C 0.271 1.428 2.413
C -0.567 0.608 3.159
N -0.509 1.121 4.426
C -1.273 -0.486 2.594
C -2.137 -1.381 3.259
C -2.775 -2.371 2.549
C -2.548 -2.489 1.176
N -1.719 -1.672 0.538
C -1.081 -0.693 1.221
C -0.199 0.107 0.457
N -0.025 -0.234 -0.855
C 0.811 0.464 -1.617
C 1.529 1.547 -1.112
C 1.379 1.902 0.209
C 0.490 1.180 1.024
H 2.336 6.938 9.766
H 1.912 7.255 8.070
H 3.321 6.230 8.469
H -0.009 3.335 8.882
H -0.537 1.884 6.983
H 1.929 4.305 4.448
H 2.462 5.760 6.361
H -1.000 0.782 5.235
H -2.297 -1.294 4.326
H -3.453 -3.058 3.035
H -3.053 -3.241 0.584
H 0.902 0.156 -2.650
H 2.204 2.082 -1.764
H 1.940 2.716 0.651
O 2.197 -4.803 -0.321
C 1.254 -4.210 -0.625
N 0.233 -3.647 -0.970
S 0.703 -1.451 -7.759
C 0.247 -1.666 -6.048
C -0.758 -0.891 -5.476
C -1.079 -1.076 -4.149
N -0.458 -1.983 -3.384
C 0.518 -2.738 -3.929
C 0.896 -2.603 -5.247
C -0.326 -2.777 -8.403
C -1.594 -2.473 -8.871
C -2.374 -3.520 -9.351
N -1.954 -4.780 -9.379
C -0.729 -5.053 -8.943
C 0.132 -4.083 -8.443
H -1.280 -0.146 -6.059
H -1.860 -0.486 -3.681
H 0.998 -3.458 -3.285
H 1.699 -3.209 -5.643
H -1.959 -1.455 -8.877
H -3.371 -3.332 -9.731
H -0.416 -6.089 -9.002
H 1.130 -4.345 -8.118
```

Mulliken population analysis, charges in e, atoms 1 to 8:
1. Ir 0.71
2. C -0.85
3. O -0.45
4. C 0.90
5. C -0.86
6. C -0.43
7. C 0.40
8. C -0.81